Entry 1:
Formula: C6H13NO2
Source: the OMol25 dataset
Level of theory: the ωB97M-V functional and the def2-TZVPD basis

- E: -12012.3395 eV
- ΔE to the lowest compared entry with this formula, charge and spin: 616.1 kJ/mol
- Gap between HOMO and LUMO: 7.42 eV
- HOMO: -6.81 eV

ORCA input file:
```
! RIJCOSX wB97M-V def2-TZVPD def2/J DEFGRID3
* xyz 0 1
C -0.11894 0.48238 0.06021
C -0.81827 -0.70088 0.34214
C -0.35316 1.71091 0.88827
C 0.40252 0.70949 -1.32496
C 2.35010 -1.62468 0.59861
N -2.54025 -0.13592 -0.46484
C 1.38522 -0.64073 1.22551
O -2.49173 0.05213 -1.89393
O 1.52690 -0.21326 2.33311
H -2.80532 -0.79065 -2.24128
H -2.75791 0.80720 -0.13726
H -1.20014 -0.86614 1.34126
H -0.65268 -1.55986 -0.29582
H 0.59815 2.00420 1.34411
H -0.72145 2.53748 0.27954
H -1.05338 1.53767 1.70458
H 1.16344 1.49003 -1.33622
H -0.43035 1.02901 -1.96020
H 0.79478 -0.20466 -1.76996
H 1.83552 -2.57738 0.45816
H 3.22604 -1.77958 1.23283
H 2.66091 -1.26678 -0.38386
*
```


Entry 2:
Formula: C12H11NOS
Source: the OMol25 dataset
Level of theory: the ωB97M-V functional and the def2-TZVPD basis

- E: -26991.0564 eV
- ΔE to the lowest compared entry with this formula, charge and spin: 333.3 kJ/mol
- Gap between HOMO and LUMO (alpha / beta): 6.89 / 6.86 eV
- HOMO (alpha / beta): -8.08 / -8.14 eV

ORCA input file:
```
! RIJCOSX wB97M-V def2-TZVPD def2/J DEFGRID3
* xyz 0 1
C -3.00295 -0.09378 -1.09457
C 2.58996 1.99931 0.40874
C -2.99557 -1.29813 -0.51399
C -2.03934 0.87526 -0.67443
C 2.36033 0.94416 1.30070
C 2.11699 1.88083 -0.88537
C -2.05253 -1.61002 0.46334
C -1.15780 0.64317 0.26903
C 2.04194 -0.35532 0.77945
C 1.54878 0.70921 -1.35475
C -1.14060 -0.64757 0.92404
C 1.50651 -0.42517 -0.48126
N -0.28880 -0.79314 1.91820
O 0.82724 -2.84475 0.13458
S 0.68503 -1.89806 -0.99127
H -3.56071 0.12870 -2.09989
H 3.00548 3.00833 0.76105
H -3.83902 -2.01578 -0.78586
H -2.07460 1.88945 -1.20302
H 2.56149 1.04579 2.36445
H 2.46627 2.53279 -1.75543
H -2.13716 -2.63347 0.97456
H -0.16145 1.22893 0.37881
H 2.10874 -1.29795 1.29440
H 1.03198 0.71223 -2.39298
H -0.40018 -1.68501 2.26148
*
```


Entry 3:
Formula: C11H24ClCuN3NbO5
Source: the OMol25 dataset
Level of theory: the ωB97M-V functional and the def2-TZVPD basis

- E: -85187.5412 eV
- ΔE to the lowest compared entry with this formula, charge and spin: 247.9 kJ/mol
- Gap between HOMO and LUMO (alpha / beta): 5.75 / 5.75 eV
- HOMO (alpha / beta): -16.84 / -16.84 eV

ORCA input file:
```
! RIJCOSX wB97M-V def2-TZVPD def2/J DEFGRID3
* xyz 2 1
N 1.83318 -0.26998 0.91663
C 2.94088 -0.94638 1.23543
O 3.90668 -1.16578 0.45243
Cu 2.63228 -0.60108 -1.29057
Nb -0.00002 0.00002 0.60203
N -0.56122 -1.48868 -0.66417
N -0.30782 1.70452 -0.41637
C -0.42442 -2.93548 -0.32627
C 0.31238 3.05062 -0.51377
C 0.76698 -3.54318 -1.10267
C -1.72202 -3.70338 -0.65777
C -0.14752 -3.06158 1.18323
C 0.01208 3.67862 -1.89287
C -0.22302 3.96552 0.61123
C 1.83548 2.91352 -0.36057
H 0.67428 -3.35948 -2.18867
H 0.82538 -4.63568 -0.95327
H 1.71608 -3.11018 -0.73677
H -2.58612 -3.22488 -0.16387
H -1.64802 -4.74278 -0.29387
H -1.91782 -3.74198 -1.74287
H 0.75028 -2.48628 1.47793
H 0.03918 -4.11528 1.45283
H -1.01002 -2.70618 1.77113
H 0.32028 2.99462 -2.70397
H 0.56818 4.62502 -2.00637
H -1.06022 3.90612 -2.01787
H -1.32402 4.03682 0.57533
H 0.18408 4.98762 0.51513
H 0.06408 3.56272 1.59563
H 2.08738 2.38952 0.57653
H 2.31398 3.90782 -0.35707
H 2.24888 2.34502 -1.21807
C -1.71252 1.62292 -0.82517
H -2.11932 0.62322 -0.55107
H -2.36032 2.36972 -0.32327
H -1.84842 1.70892 -1.92127
C -1.14922 -1.20298 -1.97457
H -2.24102 -1.39848 -2.00807
H -0.98482 -0.14238 -2.22517
H -0.68472 -1.81018 -2.77977
O 0.00018 -1.43638 4.78803
Cl -0.00002 0.00002 4.28203
O -1.24352 0.71792 4.78953
O 1.24398 0.71772 4.78873
O -0.00002 0.00002 2.60203
*
```


Entry 4:
Formula: C31H28FeO5P
Source: the OMol25 dataset
Level of theory: the ωB97M-V functional and the def2-TZVPD basis

- E: -86505.4964 eV
- Gap between HOMO and LUMO (alpha / beta): 4.26 / 6.55 eV
- ⟨S²⟩: 8.8608
- HOMO (alpha / beta): -4.34 / -8.48 eV

ORCA input file:
```
! RIJCOSX wB97M-V def2-TZVPD def2/J DEFGRID3
* xyz 0 6
O 1.19203 -3.00231 1.38288
C 1.36743 -2.34386 0.44955
Fe 1.49172 -0.94993 -0.68484
C 2.35369 -0.16516 0.60964
O 2.70197 0.28497 1.61120
C 3.14639 -1.13652 -1.50844
O 4.16771 -0.97259 -2.04308
C -2.35141 0.34810 2.26290
C -1.98514 -0.74112 1.24448
C -1.14122 -0.31798 0.02892
C -0.84672 0.98084 -0.24213
C -1.47509 1.96704 0.52558
C -2.16905 1.71688 1.71454
H -1.93473 0.13947 3.21812
H -1.45396 -1.57186 1.77894
H -2.87895 -1.16183 0.77824
H -0.76013 -1.06111 -0.68611
H -0.13058 1.39908 -0.97361
H -1.24292 3.00208 0.21243
H -2.34211 2.56053 2.38015
C -4.87474 4.44200 1.94554
C -4.81495 3.67157 3.23755
O -4.51220 2.31879 2.74580
C -4.22108 1.43294 3.68704
C -3.61858 0.16188 3.08937
P -3.72607 -0.92437 4.81606
C -2.55516 -0.27115 6.04428
C -2.87907 -0.02452 7.39741
C -1.90796 0.46539 8.28519
C -0.61128 0.74800 7.84410
C -0.28638 0.53001 6.49921
C -1.24147 -0.00068 5.61575
C -5.27581 -1.36348 5.71254
C -5.34468 -2.43278 6.64258
C -6.54593 -2.74279 7.29395
C -7.70922 -2.02420 7.04572
C -7.65348 -0.95598 6.13641
C -6.44578 -0.62342 5.49500
C -3.06533 -2.51108 4.24787
C -1.82592 -3.03545 4.63669
C -1.29257 -4.15043 3.97442
C -2.03728 -4.77999 2.96366
C -3.31038 -4.31506 2.63385
C -3.83764 -3.19720 3.28634
O -4.39284 1.66176 4.88878
H -5.11861 5.48275 2.15374
H -3.91556 4.44069 1.40766
H -5.61815 3.98604 1.27880
H -4.01447 4.04683 3.88744
H -5.76485 3.61577 3.78644
H -4.43985 -0.42785 2.62956
H -3.89552 -0.20987 7.74924
H -2.18678 0.64996 9.32943
H 0.13821 1.13612 8.54440
H 0.71044 0.77985 6.13030
H -0.91708 -0.21449 4.59014
H -4.44721 -3.01815 6.84468
H -6.55999 -3.58135 8.00061
H -8.64445 -2.28792 7.55385
H -8.56004 -0.39859 5.93175
H -6.42119 0.23743 4.82206
H -1.26778 -2.56368 5.44816
H -0.29617 -4.50465 4.24125
H -1.61832 -5.66195 2.46887
H -3.89679 -4.82299 1.85310
H -4.84037 -2.84533 3.03564
*
```


Entry 5:
Formula: C4H6N4
Source: the OMol25 dataset
Level of theory: the ωB97M-V functional and the def2-TZVPD basis

- E: -10204.7141 eV
- Structure (SMILES): c1nc2n(n1)CCN2
- ΔE to the lowest compared entry with this formula, charge and spin: 118.2 kJ/mol
- Gap between HOMO and LUMO: 9.00 eV
- HOMO: -8.29 eV

ORCA input file:
```
! RIJCOSX wB97M-V def2-TZVPD def2/J DEFGRID3
* xyz 0 1
C 1.67716 -0.14944 0.03866
C 0.80086 1.11500 -0.07774
C -2.45502 -0.08427 -0.00106
C -0.48620 -0.78269 -0.16872
H 2.59887 -0.07691 -0.50969
H 1.87497 -0.28305 1.08777
H 0.98057 1.67895 -0.96788
H 0.86949 1.69595 0.82413
H -3.55434 -0.15570 0.08636
H 0.98406 -2.11286 0.20093
N -0.52411 0.57036 -0.13715
N -1.77071 1.07792 -0.10351
N -1.74833 -1.26165 -0.01818
N 0.75272 -1.23163 -0.25392
*
```


Entry 6:
Formula: C5H6N2O
Source: the OMol25 dataset
Level of theory: the ωB97M-V functional and the def2-TZVPD basis

- E: -10305.9986 eV
- Structure (SMILES): N#CCC(=O)[C@H]1CN1
- ΔE to the lowest compared entry with this formula, charge and spin: 347.8 kJ/mol
- Gap between HOMO and LUMO: 10.45 eV
- HOMO: -10.08 eV

ORCA input file:
```
! RIJCOSX wB97M-V def2-TZVPD def2/J DEFGRID3
* xyz 0 1
C 0.48499 1.22511 -0.15521
C 1.52881 0.43079 0.84310
C 2.03074 -0.69727 -0.01684
C -0.76956 0.48948 -0.25178
C -1.34804 -0.93087 -0.60360
H 2.34326 1.03568 1.52088
H 0.78672 0.09091 1.58159
H -1.44470 1.19297 -0.68909
H -0.72231 -1.78617 -0.99321
H -2.12318 -0.75897 -1.32468
H -2.20441 -0.35890 1.13462
N 2.14455 -1.61034 -0.82056
N -1.37740 -0.54095 0.60287
O 0.67054 2.21853 -0.82808
*
```